[1]
Entry from the OMol25 dataset: a structure of composition C32H65B2IN6O14P3 (ωB97M-V/def2-TZVPD).

Each line ends with the Mulliken charge.
Cartesian coordinates (Å):
C1 1.61 -3.78 0.64  -0.1218
C2 0.89 -3.09 -0.04  -1.4433
C3 0.15 -2.18 -0.89  1.1115
N1 0.66 -0.74 -0.91  1.1567
C4 1.92 -0.88 -1.76  -1.2108
C5 3.00 0.18 -1.80  0.8323
C6 3.95 -0.14 -2.93  -0.0795
O1 4.31 0.67 -3.75  -0.5926
O2 4.34 -1.43 -2.94  -0.3783
C7 -0.37 0.03 -1.75  0.4303
C8 -1.87 0.03 -1.40  -0.5290
C9 -2.66 -1.24 -1.09  -1.4093
O3 -2.61 -2.19 -1.84  -0.5303
N2 -3.49 -1.15 0.04  0.4761
C10 -3.67 -2.47 0.68  -1.0665
C11 -4.79 -0.53 -0.35  -1.0556
C12 0.17 1.45 -1.95  -0.2327
P1 -1.06 2.77 -2.48  -0.1158
P2 0.23 4.39 -3.20  0.9054
O4 -0.64 5.55 -3.32  -0.6286
O5 1.38 4.54 -2.10  -0.5296
O6 0.94 4.00 -4.59  -0.4859
O7 0.85 2.05 -0.87  -0.5072
C13 0.95 1.48 0.45  2.0077
B1 2.37 2.16 0.98  0.7398
N3 2.64 2.47 2.37  -0.3742
O8 3.22 2.54 -0.03  -0.8599
P3 -0.25 2.51 1.44  -1.1454
O9 -0.31 2.29 2.88  -0.0063
O10 0.40 3.93 1.08  -0.5960
O11 -1.68 2.49 0.72  -0.6671
C14 0.85 -0.11 0.50  -1.8855
I1 -0.89 -0.75 1.69  0.2518
B2 2.06 -0.69 1.42  0.7188
N4 1.94 -0.54 2.86  -0.2936
O12 3.15 -1.31 0.83  -0.6356
H1 2.18 -4.38 1.32  0.5085
H2 0.23 -2.53 -1.92  1.0747
H3 -0.90 -2.26 -0.63  -0.6742
H4 1.59 -1.08 -2.78  0.5670
H5 2.41 -1.81 -1.46  0.8621
H6 2.70 1.20 -2.00  -0.3010
H7 3.61 0.21 -0.89  0.0549
H8 4.80 -1.58 -3.78  0.3851
H9 -0.30 -0.42 -2.74  0.5138
H10 -2.14 0.78 -0.67  0.2030
H11 -2.33 0.35 -2.34  0.6417
H12 -3.72 -2.33 1.76  0.3200
H13 -4.59 -2.97 0.38  0.4231
H14 -2.83 -3.13 0.46  0.3411
H15 -5.60 -1.05 0.14  0.4220
H16 -4.95 -0.57 -1.43  0.3694
H17 -4.81 0.52 -0.05  0.2796
H18 0.90 1.38 -2.77  0.8022
H19 -1.57 2.25 -3.68  0.1142
H20 2.07 3.86 -2.10  0.3917
H21 1.70 3.41 -4.53  0.3841
H22 3.45 2.04 2.80  0.1894
H23 2.70 3.47 2.53  0.2145
H24 4.11 2.66 0.32  0.2568
H25 0.10 4.33 0.25  0.3339
H26 -1.70 2.91 -0.16  0.2730
H27 2.82 -0.24 3.28  0.1455
H28 1.70 -1.42 3.31  0.2455
H29 4.01 -0.90 1.00  0.3310
C15 0.01 -7.16 -6.22  -1.5483
C16 0.07 -5.70 -5.72  1.8529
C17 0.69 -4.76 -6.76  -1.3621
C18 2.20 -4.91 -6.91  -0.5550
C19 2.88 -4.73 -5.55  -0.9803
C20 2.34 -5.68 -4.48  2.0787
N5 0.84 -5.59 -4.43  -0.0075
O13 0.47 -4.54 -3.77  -0.2404
C21 2.85 -7.10 -4.78  -2.2068
C22 2.90 -5.33 -3.11  -1.5741
C23 -1.38 -5.28 -5.48  -1.9591
H30 0.02 -7.19 -7.31  0.3071
H31 0.83 -7.78 -5.87  0.3425
H32 -0.90 -7.64 -5.89  0.4271
H33 0.46 -3.73 -6.48  0.2710
H34 0.19 -4.94 -7.72  0.4683
H35 2.45 -5.88 -7.34  0.3110
H36 2.57 -4.15 -7.60  0.4092
H37 3.96 -4.89 -5.64  0.4600
H38 2.74 -3.69 -5.22  0.0025
H39 2.33 -7.84 -4.16  0.4207
H40 3.91 -7.15 -4.54  0.4659
H41 2.75 -7.39 -5.82  0.4442
H42 2.70 -4.30 -2.82  -0.0330
H43 3.98 -5.47 -3.12  0.4622
H44 2.48 -5.98 -2.34  0.4954
H45 -1.83 -5.86 -4.67  0.4875
H46 -1.94 -5.47 -6.39  0.4309
H47 -1.47 -4.23 -5.23  0.3339
C24 -0.28 4.36 5.64  -1.6602
C25 -1.62 3.73 6.08  1.9611
C26 -2.76 4.11 5.12  -1.0679
C27 -3.22 5.56 5.26  -0.5297
C28 -3.62 5.85 6.71  -1.2703
C29 -2.51 5.53 7.71  1.7071
N6 -1.99 4.14 7.48  0.5110
O14 -2.76 3.26 8.03  -0.6076
C30 -1.40 6.60 7.59  -1.9693
C31 -3.03 5.62 9.14  -1.8372
C32 -1.42 2.22 6.02  -1.6973
H48 -0.29 4.58 4.57  0.2217
H49 -0.02 5.26 6.17  0.3527
H50 0.53 3.65 5.82  0.4130
H51 -3.61 3.45 5.30  0.4719
H52 -2.42 3.91 4.10  0.0034
H53 -2.44 6.25 4.93  0.2457
H54 -4.08 5.73 4.61  0.4194
H55 -3.90 6.90 6.83  0.4068
H56 -4.51 5.25 6.96  0.3763
H57 -0.51 6.30 8.15  0.3831
H58 -1.77 7.53 8.03  0.4645
H59 -1.12 6.82 6.57  0.4136
H60 -3.90 4.98 9.29  0.3764
H61 -3.33 6.65 9.34  0.4294
H62 -2.26 5.33 9.85  0.4364
H63 -0.68 1.90 6.75  0.5362
H64 -1.06 1.97 5.02  0.1973
H65 -2.35 1.67 6.20  0.3851

Output
**Spin multiplicity**: 3
**Total charge**: +1
**DFT total energy**: -4011.50259 Ha

[2]
Entry from the OMol25 dataset: a cluster of 6 separate species, C32H65IN4O13S in total (ωB97M-V/def2-TZVPD).

Each line ends with the Mulliken charge.
Cartesian coordinates (Å):
C1 5.06 0.58 0.16  0.7141
C2 4.57 0.78 -0.92  -2.0936
C3 4.06 1.02 -2.31  1.2530
N1 2.99 2.00 -2.23  -0.4991
C4 5.27 1.68 -3.09  -0.7477
C5 5.55 3.14 -2.73  0.3412
O1 5.94 3.87 -3.59  -0.5433
O2 5.40 3.62 -1.44  -0.4391
O3 3.73 -0.11 -3.07  -0.5163
C6 3.11 -1.18 -2.38  -1.2086
C7 1.76 -0.83 -1.71  0.2561
C8 0.70 -0.31 -2.70  0.0514
C9 0.26 -1.32 -3.78  -0.7932
C10 -0.79 -2.38 -3.34  -1.1246
C11 -1.88 -1.91 -2.36  -0.2716
C12 -3.03 -1.12 -3.04  -0.2011
C13 -3.12 0.38 -2.62  -0.2134
C14 -3.71 1.16 -3.83  -0.7033
S1 -3.74 2.96 -3.53  -0.2184
C15 -4.55 3.25 -2.00  0.5032
N2 -5.36 4.25 -1.87  -0.3670
N3 -5.78 4.25 -0.59  -0.4091
C16 -5.24 3.27 0.03  -0.0642
O4 -4.44 2.61 -0.84  -0.1674
O5 1.26 -2.06 -1.14  -0.4067
C17 0.90 -1.92 0.16  0.1600
O6 0.05 -0.86 0.42  -0.3886
I1 2.68 -1.93 1.42  0.0976
O7 0.17 -3.11 0.46  -0.1598
N4 -0.85 -2.87 1.40  0.1915
O8 -1.82 -3.42 1.04  -0.2693
H1 5.55 0.67 1.13  0.6848
H2 2.88 2.54 -3.08  0.2551
H3 3.07 2.58 -1.41  0.2460
H4 6.16 1.06 -2.90  0.4282
H5 5.07 1.61 -4.16  0.3711
H6 4.73 4.32 -1.52  0.3370
H7 3.79 -1.72 -1.70  0.2813
H8 2.85 -1.93 -3.15  0.5189
H9 1.93 -0.04 -0.96  0.6473
H10 1.18 0.53 -3.23  0.2915
H11 -0.14 0.15 -2.16  -0.1666
H12 -0.20 -0.73 -4.58  0.3409
H13 1.10 -1.86 -4.25  0.3384
H14 -0.32 -3.31 -2.98  0.3635
H15 -1.32 -2.68 -4.26  0.5871
H16 -1.48 -1.38 -1.48  0.1051
H17 -2.34 -2.82 -1.95  0.3395
H18 -3.01 -1.26 -4.13  -0.2587
H19 -3.98 -1.57 -2.71  0.3681
H20 -2.14 0.83 -2.41  0.1523
H21 -3.84 0.51 -1.81  0.3906
H22 -4.72 0.83 -4.10  0.3354
H23 -3.09 1.00 -4.72  0.3912
H24 -5.38 3.01 1.06  0.4847
H25 0.57 -0.19 0.89  0.3823
C18 -3.94 -2.65 4.51  -1.1430
C19 -4.92 -1.55 4.11  0.2790
C20 -6.15 -2.12 3.43  -0.9316
O9 -4.27 -0.63 3.23  -0.5064
H26 -3.59 -3.19 3.62  0.2003
H27 -3.06 -2.22 4.98  0.3323
H28 -4.40 -3.36 5.20  0.3751
H29 -5.21 -0.99 5.00  0.2925
H30 -5.87 -2.64 2.51  0.0589
H31 -6.83 -1.32 3.14  0.3269
H32 -6.68 -2.82 4.08  0.4008
H33 -4.00 -1.11 2.44  0.3295
C21 -5.05 0.31 -7.65  -1.3042
C22 -5.25 -0.89 -6.74  0.7862
C23 -5.88 -2.06 -7.49  -1.4760
O10 -6.07 -0.53 -5.64  -0.5025
H34 -6.01 0.66 -8.04  0.3545
H35 -4.60 1.14 -7.10  0.2992
H36 -4.40 0.07 -8.49  0.3680
H37 -4.28 -1.20 -6.33  0.0789
H38 -6.86 -1.78 -7.88  0.3664
H39 -6.02 -2.91 -6.83  0.3425
H40 -5.25 -2.37 -8.33  0.3730
H41 -6.93 -0.25 -5.98  0.3189
C24 8.58 0.74 4.58  -1.3279
C25 7.69 1.75 3.89  0.4751
C26 7.37 2.92 4.80  -1.1973
O11 6.47 1.12 3.48  -0.4888
H42 8.09 0.33 5.47  0.3141
H43 8.80 -0.10 3.92  0.3465
H44 9.53 1.19 4.89  0.3763
H45 8.18 2.12 2.98  0.2794
H46 6.84 2.59 5.70  0.2568
H47 6.73 3.64 4.30  0.3409
H48 8.28 3.44 5.12  0.3080
H49 6.03 0.80 4.27  0.3038
C27 9.47 2.77 9.27  -1.4631
C28 8.89 3.53 8.08  0.6823
C29 9.02 5.03 8.26  -1.3134
O12 7.52 3.19 7.92  -0.5067
H50 8.93 3.03 10.19  0.3585
H51 9.36 1.70 9.13  0.3532
H52 10.53 3.00 9.41  0.3681
H53 9.41 3.22 7.17  0.1687
H54 8.48 5.37 9.15  0.3398
H55 8.60 5.56 7.41  0.3254
H56 10.07 5.33 8.37  0.3809
H57 7.05 3.45 8.72  0.3247
C30 -8.21 -3.73 0.66  -1.2173
C31 -7.47 -3.19 -0.55  0.3699
C32 -7.39 -4.23 -1.66  -1.3099
O13 -6.15 -2.80 -0.17  -0.4227
H58 -7.70 -4.61 1.07  0.3191
H59 -8.25 -2.99 1.45  0.2249
H60 -9.23 -4.02 0.40  0.4346
H61 -7.97 -2.30 -0.92  0.2794
H62 -6.85 -5.11 -1.33  0.3413
H63 -6.84 -3.83 -2.52  0.2781
H64 -8.38 -4.53 -1.99  0.3992
H65 -5.69 -3.59 0.16  0.3012

Output
**Spin multiplicity**: 1
**SMILES**: C#C[C@@](N)(CC(=O)O)OC[C@@H](CCCCCCCSc1nnco1)O[C@](O)(I)ON=O.CC(C)O.CC(C)O.CC(C)O.CC(C)O.CC(C)O
**DFT total energy**: -3151.06317 Ha

[3]
Entry from the OMol25 dataset: a cluster of 5 separate species, C32H65NO9Si in total (ωB97M-V/def2-TZVPD).

Each line ends with the Mulliken charge.
Cartesian coordinates (Å):
C1 3.53 -0.83 1.02  -0.5381
C2 2.58 -0.13 0.79  -0.3007
C3 1.47 0.77 0.50  -0.1272
C4 1.01 0.68 -0.97  -0.5302
C5 1.53 1.81 -1.89  -0.5848
Si1 3.40 1.99 -2.00  0.0979
N1 3.84 3.55 -1.33  -0.5245
C6 4.03 1.95 -3.80  -0.7747
O1 4.55 0.66 -4.14  -0.5170
C7 3.65 -0.37 -4.00  -0.3941
C8 2.34 -0.27 -4.46  -0.4901
C9 1.45 -1.31 -4.28  1.0130
C10 0.04 -1.19 -4.81  -1.8405
C11 1.86 -2.45 -3.61  -1.2078
C12 3.16 -2.55 -3.16  -0.3702
C13 4.08 -1.53 -3.35  0.7058
C14 5.53 -1.62 -2.89  1.3695
C15 5.82 -2.91 -2.12  -1.9650
C16 6.45 -1.59 -4.14  -1.3738
H1 4.33 -1.51 1.18  0.4664
H2 1.70 1.79 0.81  0.0779
H3 0.64 0.43 1.13  0.3657
H4 1.24 -0.30 -1.38  0.2018
H5 -0.08 0.77 -0.96  0.4105
H6 1.08 2.75 -1.57  0.4421
H7 1.13 1.60 -2.88  0.4376
H8 4.12 0.89 -1.32  -0.1121
H9 4.02 3.52 -0.34  0.2161
H10 4.62 3.99 -1.79  0.2140
H11 3.29 2.33 -4.52  0.3391
H12 4.88 2.64 -3.87  0.4611
H13 2.05 0.64 -4.98  0.4558
H14 -0.21 -0.14 -4.92  0.3182
H15 -0.01 -1.66 -5.80  0.4285
H16 -0.66 -1.71 -4.16  0.4321
H17 1.16 -3.26 -3.44  0.4022
H18 3.49 -3.44 -2.64  0.4154
H19 5.73 -0.75 -2.26  0.1875
H20 5.30 -2.97 -1.17  0.2780
H21 5.60 -3.77 -2.75  0.4156
H22 6.89 -2.94 -1.92  0.4861
H23 5.93 -2.08 -4.96  0.3043
H24 6.67 -0.57 -4.46  0.3144
H25 7.36 -2.16 -3.95  0.4326
C17 -6.61 0.13 -5.05  -0.6884
O2 -5.71 1.21 -5.17  -0.3799
C18 -4.79 1.31 -4.09  -0.7057
C19 -3.45 0.66 -4.39  -0.1713
O3 -3.56 -0.74 -4.61  -0.3589
C20 -3.64 -1.09 -5.98  -0.7848
H26 -7.01 -0.08 -6.04  0.2533
H27 -6.12 -0.77 -4.67  0.2848
H28 -7.44 0.39 -4.38  0.3168
H29 -5.22 0.89 -3.18  0.3610
H30 -4.62 2.38 -3.92  0.3744
H31 -2.80 0.80 -3.52  0.2178
H32 -2.98 1.14 -5.25  0.3518
H33 -2.65 -1.10 -6.43  0.2860
H34 -4.28 -0.40 -6.54  0.3866
H35 -4.07 -2.09 -6.04  0.2638
C21 0.79 -5.32 1.27  -0.7123
O4 1.32 -4.76 2.46  -0.4332
C22 1.60 -3.37 2.35  -0.3528
C23 0.48 -2.50 2.88  -0.3309
O5 -0.72 -2.64 2.14  -0.3081
C24 -1.64 -3.55 2.73  -0.5458
H36 0.29 -6.25 1.54  0.2572
H37 0.07 -4.66 0.79  0.3086
H38 1.60 -5.55 0.56  0.3049
H39 1.83 -3.11 1.32  0.2180
H40 2.49 -3.18 2.96  0.3433
H41 0.80 -1.46 2.78  0.3271
H42 0.31 -2.70 3.94  0.2306
H43 -2.20 -3.06 3.53  0.0414
H44 -1.14 -4.44 3.13  0.3688
H45 -2.34 -3.86 1.96  0.2554
C25 -4.80 0.91 7.54  -0.7004
O6 -4.72 -0.41 8.06  -0.3810
C26 -5.35 -1.38 7.24  -0.6021
C27 -4.37 -2.09 6.32  -0.4168
O7 -3.77 -1.21 5.38  -0.3754
C28 -2.49 -0.74 5.79  -0.7398
H46 -4.03 1.50 8.02  0.2481
H47 -4.65 0.93 6.46  0.3021
H48 -5.78 1.35 7.77  0.3174
H49 -6.16 -0.93 6.66  0.3230
H50 -5.79 -2.13 7.91  0.3828
H51 -4.93 -2.83 5.74  0.3726
H52 -3.61 -2.62 6.90  0.3458
H53 -1.72 -1.49 5.57  0.2576
H54 -2.46 -0.50 6.86  0.3952
H55 -2.27 0.16 5.22  0.2488
C29 -1.92 5.77 2.84  -0.6767
O8 -0.83 6.12 3.67  -0.3940
C30 -0.27 5.03 4.38  -0.4898
C31 0.94 4.43 3.68  -0.5965
O9 0.63 3.89 2.41  -0.1834
C32 0.88 4.78 1.33  -0.8757
H56 -2.04 6.56 2.10  0.2570
H57 -1.75 4.83 2.32  0.2470
H58 -2.84 5.69 3.43  0.3211
H59 -1.03 4.26 4.54  0.3068
H60 0.05 5.40 5.35  0.3613
H61 1.32 3.61 4.30  0.3747
H62 1.73 5.18 3.59  0.3734
H63 1.94 4.76 1.06  0.2634
H64 0.59 5.80 1.57  0.5191
H65 0.30 4.43 0.48  0.1964

Output
**Spin multiplicity**: 1
**SMILES**: C#CCCC[Si@H](N)COc1cc(C)ccc1C(C)C.COCCOC.COCCOC.COCCOC.COCCOC
**DFT total energy**: -2279.46376 Ha

[4]
Entry from the OMol25 dataset: a cluster of 3 separate species, C32H66BF7N7O13P2S in total (ωB97M-V/def2-TZVPD).

Each line ends with the Mulliken charge.
Cartesian coordinates (Å):
C1 1.56 -0.03 -0.74  -1.9794
C2 1.51 -1.35 -0.77  -0.3449
C3 1.82 -2.42 0.27  0.8258
P1 3.26 -3.46 -0.47  0.1598
C4 3.82 -2.62 -2.01  -1.3525
O1 4.63 -3.40 0.49  -0.4872
O2 0.66 -3.23 0.14  -0.1374
C5 0.51 -4.41 0.94  1.0594
S1 -1.38 -4.26 1.05  -0.1267
C6 0.77 -5.61 0.02  -2.9832
C7 -0.16 -6.88 -0.02  -0.0255
N1 -0.62 -7.49 1.21  -0.2119
N2 -1.24 -6.69 -0.98  -0.4664
N3 0.67 -7.95 -0.67  -0.7973
C8 1.27 -4.37 2.37  0.8416
B1 2.03 -5.73 2.76  -0.4389
O3 2.01 -6.94 2.09  -0.1553
N4 2.81 -5.81 4.03  -0.2827
C9 3.98 -6.70 3.84  -1.4005
C10 2.04 -6.44 5.11  -1.0595
P2 -0.20 -4.35 3.70  0.1043
O4 -0.06 -3.34 5.00  -0.4266
O5 -0.66 -5.84 4.15  -0.5949
N5 2.19 -3.15 2.55  1.0703
C11 2.70 -2.90 3.94  -0.7256
C12 4.21 -2.83 4.04  -0.6818
F1 4.84 -3.95 3.61  -0.2758
C13 1.86 -1.95 1.72  1.0043
C14 2.80 -0.74 1.97  -2.1642
C15 4.07 -0.63 1.15  -1.3912
O6 4.51 0.72 1.31  -0.5164
C16 0.48 -1.29 2.14  -1.1411
O7 0.46 -0.91 3.23  -0.3394
C17 -0.78 -0.81 1.37  1.2999
F2 -0.57 0.50 1.13  -0.2971
F3 -1.16 -1.32 0.22  -0.3372
C18 -2.04 -0.81 2.31  0.4968
F4 -2.06 0.26 3.05  -0.2988
F5 -2.06 -1.88 3.04  -0.1641
C19 -3.42 -0.78 1.57  0.8128
F6 -4.27 -0.67 2.56  -0.2938
F7 -3.70 -1.94 1.03  -0.2463
C20 -3.76 0.40 0.63  0.0284
O8 -4.69 1.03 0.90  -0.3993
O9 -3.04 0.66 -0.47  -0.3752
H1 0.71 0.53 -1.08  0.3913
H2 2.39 0.59 -0.43  0.2803
H3 1.16 -1.79 -1.69  0.7254
H4 4.07 -1.57 -1.86  0.3571
H5 4.71 -3.12 -2.38  0.5210
H6 3.05 -2.65 -2.76  0.4218
H7 5.40 -3.24 -0.07  0.3604
H8 -1.85 -5.43 1.47  0.1570
H9 1.79 -5.94 0.07  1.0585
H10 0.73 -5.27 -1.01  0.9852
H11 -1.61 -7.42 1.36  0.3708
H12 -0.36 -8.46 1.28  0.2278
H13 -1.31 -5.73 -1.28  0.2739
H14 -2.12 -7.04 -0.63  0.3131
H15 1.17 -7.49 -1.43  0.3832
H16 1.39 -8.20 -0.01  0.2214
H17 2.63 -7.01 1.36  0.3097
H18 4.64 -6.49 4.67  0.3606
H19 3.70 -7.74 3.97  0.3985
H20 4.47 -6.54 2.89  0.4659
H21 2.68 -6.77 5.92  0.4658
H22 1.29 -5.79 5.55  0.3058
H23 1.53 -7.33 4.75  0.2641
H24 -0.67 -3.60 5.70  0.4012
H25 -0.69 -6.50 3.43  0.3954
H26 3.05 -3.52 2.12  0.4410
H27 2.40 -1.96 4.37  0.5473
H28 2.34 -3.59 4.69  0.6870
H29 4.61 -1.95 3.54  0.2370
H30 4.41 -2.71 5.10  0.5137
H31 2.25 0.16 1.72  0.7209
H32 3.07 -0.57 3.00  1.2996
H33 3.96 -0.80 0.08  -0.0270
H34 4.86 -1.26 1.52  0.5753
H35 5.44 0.69 1.54  0.4310
H36 -3.70 0.83 -1.16  0.3611
C21 -4.59 3.79 -0.07  -0.6712
O10 -5.07 5.12 -0.23  -0.3851
C22 -4.10 6.08 -0.64  -0.6512
C23 -4.36 6.52 -2.08  -0.3130
N6 -4.07 5.44 -3.02  -0.0132
C24 -4.55 5.69 -4.38  -0.7206
C25 -6.06 5.85 -4.59  -0.6249
O11 -6.81 4.68 -4.37  -0.4387
C26 -7.14 4.41 -3.02  -0.4246
H37 -5.37 3.22 0.43  0.3273
H38 -4.38 3.32 -1.04  0.2287
H39 -3.69 3.76 0.55  0.3850
H40 -3.08 5.71 -0.51  0.1858
H41 -4.22 6.95 0.01  0.4220
H42 -3.73 7.38 -2.31  0.3219
H43 -5.41 6.84 -2.14  0.2551
H44 -4.48 4.59 -2.68  -0.0756
H45 -4.23 4.83 -4.98  0.3888
H46 -4.04 6.57 -4.78  0.3801
H47 -6.20 6.10 -5.65  0.3902
H48 -6.47 6.69 -4.02  0.3889
H49 -7.30 5.33 -2.45  0.2713
H50 -6.37 3.80 -2.54  0.1030
H51 -8.06 3.83 -3.01  0.3190
C27 0.67 5.96 -5.74  -0.7396
O12 -0.12 6.58 -4.75  -0.3936
C28 -0.78 5.66 -3.88  -0.2910
C29 -0.18 5.69 -2.50  0.0484
N7 1.15 5.11 -2.47  -0.3696
C30 1.88 5.37 -1.23  -0.6869
C31 2.18 6.82 -0.85  -0.5299
O13 3.10 7.47 -1.70  -0.4361
C32 2.55 8.01 -2.89  -0.5408
H52 0.97 6.73 -6.46  0.2570
H53 1.59 5.52 -5.32  0.3006
H54 0.11 5.19 -6.28  0.3425
H55 -0.79 4.65 -4.30  0.5097
H56 -1.82 5.99 -3.80  -0.2291
H57 -0.83 5.12 -1.82  0.2173
H58 -0.17 6.73 -2.17  0.1605
H59 1.69 5.49 -3.24  0.1015
H60 2.84 4.86 -1.32  0.3934
H61 1.34 4.89 -0.40  0.3549
H62 2.65 6.79 0.14  0.3731
H63 1.27 7.42 -0.73  0.3577
H64 1.53 8.37 -2.75  0.2830
H65 2.59 7.28 -3.70  0.1689
H66 3.18 8.85 -3.19  0.3123

Output
**Spin multiplicity**: 1
**Total charge**: +1
**DFT total energy**: -4424.57501 Ha